No. 1
The following is a quantum chemistry calculation of a structure of composition C15H36N6O3PRh at a distorted geometry, from the OMol25 dataset.

Geometry as XYZ:
```
62
Properties=species:S:1:pos:R:3:forces:R:3
Rh 0.24055 -1.09593 -0.14443 1.2 0.7 -1.5
N 1.20740 -3.14414 0.43359 -0.7 0.7 -0.2
C 0.46353 -4.21937 -0.23827 -0.1 -0.2 0.1
C -1.02233 -4.00845 0.00842 0.2 0.0 -0.1
N -1.45056 -2.69645 -0.48646 -0.9 0.0 0.5
C -2.00371 -2.66891 -1.84128 0.3 0.0 -0.1
C -0.90749 -2.36613 -2.85306 -0.3 -0.2 0.0
N -0.28130 -1.07310 -2.50526 0.6 -0.5 1.0
H 2.18935 -3.18169 0.18962 0.0 0.1 0.0
H 1.13112 -3.24353 1.44167 0.0 0.1 0.0
H 0.74897 -5.20769 0.12873 0.1 0.0 0.0
H 0.70162 -4.17650 -1.29999 0.0 0.0 0.0
H -1.20017 -4.03922 1.08471 -0.1 0.0 0.0
H -1.59401 -4.81589 -0.45530 0.0 0.0 0.0
H -2.11584 -2.30096 0.16830 -0.1 -0.1 0.0
H -2.75899 -1.88174 -1.89107 0.0 0.0 0.0
H -2.48689 -3.61493 -2.09944 -0.1 0.0 0.0
H -1.34034 -2.35857 -3.85606 0.1 0.1 0.0
H -0.13276 -3.12976 -2.82554 0.0 0.0 -0.1
H -0.94689 -0.33050 -2.68868 0.0 0.1 0.1
H 0.52521 -0.91172 -3.09947 0.0 0.0 0.0
C 3.90427 -1.69818 -2.38163 0.3 0.1 0.0
O 2.68011 -1.90146 -1.62866 -0.3 -0.7 -0.1
C 2.21358 -0.87707 -0.95530 -1.9 1.4 1.2
O 2.72819 0.20988 -0.91333 0.6 0.0 -0.1
H 4.03837 -2.59361 -2.97715 -0.1 0.0 0.0
H 4.73825 -1.56828 -1.69611 0.0 0.0 0.0
H 3.81369 -0.81716 -3.01273 0.0 0.0 0.0
C -2.07756 0.13529 3.33108 0.2 0.0 -0.3
C -0.79152 -0.63239 3.01619 0.5 -0.5 0.9
C -0.79674 -1.97939 3.75471 0.0 0.4 -0.2
O -0.70107 -0.81564 1.63875 0.2 0.0 -1.5
H -2.12139 0.39092 4.38906 0.0 0.0 0.0
H -2.94461 -0.47615 3.07791 0.0 0.0 0.0
H -2.13061 1.05618 2.74396 -0.1 0.0 0.1
H 0.07032 -0.06017 3.39776 -0.1 0.1 -0.1
H -1.63789 -2.57870 3.40050 0.0 0.0 0.0
H -0.90022 -1.82605 4.82918 0.0 -0.1 0.0
H 0.13537 -2.51567 3.56829 0.0 0.0 0.1
C 1.33941 4.25638 0.53825 0.1 0.0 0.3
N 0.95708 4.00898 -0.92679 0.0 0.0 0.0
C -0.46070 4.53960 -1.14485 -0.3 0.1 0.0
N -1.36089 3.93737 -0.22683 0.0 0.1 0.0
C -0.94840 4.20717 1.15012 0.0 0.0 0.0
N 0.38327 3.67069 1.40708 0.0 0.2 0.0
C 0.41413 2.21402 1.42605 0.0 -0.3 -0.1
P -0.08143 1.47839 -0.21190 0.4 -0.3 0.5
C 1.04161 2.55825 -1.26353 -0.1 -0.7 -0.1
C -1.61445 2.52563 -0.47512 -0.1 -0.5 0.0
H 1.37545 5.33692 0.67994 0.0 0.0 -0.1
H 2.33057 3.83432 0.70141 0.0 0.0 -0.1
H 1.60667 4.52217 -1.52550 0.0 0.0 0.0
H -0.74282 4.32484 -2.17537 0.1 0.0 0.0
H -0.43057 5.61882 -0.99368 0.1 0.0 0.0
H -1.66318 3.76174 1.83980 0.0 0.0 0.0
H -0.93660 5.28595 1.31130 0.0 0.0 0.0
H -0.27046 1.85507 2.19397 0.1 0.0 -0.1
H 1.41532 1.86226 1.68221 0.0 0.0 0.0
H 0.77932 2.42601 -2.31504 0.0 0.1 0.0
H 2.06146 2.21178 -1.12632 0.1 0.1 0.0
H -2.40172 2.18253 0.19791 0.0 0.0 0.0
H -1.98008 2.39395 -1.49633 0.0 0.0 0.0
```
Positions in Å, forces in eV/Å.

Values from the calculation:
HOMO-LUMO gap (spin up / spin down) = 7.5 / 7.5 eV
net charge = +2
energy above the lowest of the compared OMol25 structures with the same formula, charge and spin = 62.1 kcal per mole
highest occupied orbital energy (spin up / spin down) = -0.5127 / -0.5109 hartree

Löwdin atomic charge list, values in e, 5 entries: 0.912, 0.011, -0.202, -0.178, -0.137

No. 2
The following is a quantum chemistry calculation of a structure of composition C15H36N6O3PRh at a distorted geometry, from the OMol25 dataset.

Geometry as XYZ:
```
62
Properties=species:S:1:pos:R:3:forces:R:3
Rh 0.69610 -0.05448 0.82807 0.4 -2.2 -0.8
N 2.49811 0.66700 1.99250 -0.9 0.0 0.2
C 2.41668 0.21212 3.39513 0.1 0.2 0.1
C 1.04185 0.56050 3.93704 0.3 -0.1 -0.1
N 0.00983 -0.05243 3.10797 -1.0 0.7 0.3
C -0.49110 -1.35243 3.52834 0.3 -0.2 -0.2
C 0.31862 -2.44562 2.84906 -0.2 -0.1 0.1
N 0.23747 -2.25948 1.37520 0.8 0.7 0.3
H 3.35701 0.34694 1.56556 0.0 0.0 0.0
H 2.48615 1.68300 1.96258 0.0 0.0 -0.1
H 3.17476 0.67906 4.02571 0.1 0.0 -0.1
H 2.59503 -0.86038 3.40069 0.0 0.0 0.0
H 0.90899 1.64236 3.88963 0.0 0.0 0.1
H 0.96381 0.25648 4.98343 0.0 0.0 0.0
H -0.75576 0.60237 3.00762 0.0 0.0 0.1
H -1.53669 -1.43213 3.22376 0.0 0.0 0.0
H -0.45048 -1.48497 4.61237 0.0 0.0 0.0
H -0.06404 -3.41860 3.16274 0.1 -0.1 -0.2
H 1.36692 -2.39150 3.12723 0.0 0.0 0.0
H -0.70975 -2.47196 1.08296 0.0 0.1 -0.1
H 0.85800 -2.91778 0.91452 0.0 -0.1 0.0
C 4.07648 -2.43034 -0.07434 0.1 0.1 -0.1
O 3.10580 -1.56293 0.58360 0.2 -0.2 0.2
C 2.20678 -0.98683 -0.20121 -1.7 0.9 -0.2
O 2.15159 -1.13305 -1.39337 0.8 -0.2 -0.4
H 4.61835 -2.91905 0.72650 0.0 0.0 0.0
H 4.74848 -1.83172 -0.68372 0.0 0.0 0.0
H 3.56323 -3.15341 -0.70143 0.0 0.0 0.0
C -1.67097 3.49980 0.31925 0.0 -0.2 0.0
C -0.21362 3.06978 0.42171 0.5 0.2 0.1
C 0.52042 3.93526 1.43645 0.0 -0.2 0.0
O -0.17689 1.70570 0.79028 -0.1 0.1 -0.1
H -1.74366 4.51507 -0.07225 0.0 0.0 0.0
H -2.13809 3.46783 1.30560 0.0 0.0 0.0
H -2.23307 2.83108 -0.33874 -0.1 0.1 0.1
H 0.27604 3.22970 -0.54935 0.0 -0.2 -0.1
H 0.06633 3.80225 2.42252 0.1 0.1 0.0
H 0.46063 4.99048 1.16535 0.1 0.0 0.0
H 1.57604 3.65388 1.48432 0.0 0.1 0.0
C -0.92883 -0.07889 -4.33103 0.0 0.2 0.0
N -1.16152 -1.47102 -3.71881 -0.1 0.0 0.1
C -2.66225 -1.63068 -3.44260 -0.1 0.1 0.1
N -3.12447 -0.57489 -2.61078 0.0 0.1 0.0
C -2.87739 0.72463 -3.24392 0.1 -0.1 0.1
N -1.45000 0.92739 -3.48017 0.0 0.1 0.0
C -0.69444 1.10680 -2.24074 0.0 -0.1 0.0
P -0.79278 -0.38456 -1.14764 0.5 0.5 0.1
C -0.36483 -1.64300 -2.46091 0.1 -0.1 0.2
C -2.63643 -0.63692 -1.23260 0.1 0.1 0.2
H -1.43502 -0.07187 -5.29502 -0.1 -0.1 0.0
H 0.14264 0.03985 -4.47874 0.0 -0.1 0.0
H -0.86508 -2.17739 -4.39429 0.0 0.0 0.0
H -2.81027 -2.60217 -2.97435 0.1 0.0 0.0
H -3.16861 -1.60921 -4.40623 0.0 0.0 -0.1
H -3.25946 1.51881 -2.60566 0.0 0.0 0.0
H -3.40559 0.75987 -4.19643 0.0 0.0 0.0
H -1.09347 1.96118 -1.70123 0.0 0.0 0.0
H 0.35387 1.31425 -2.46039 0.0 0.0 0.0
H -0.54348 -2.64703 -2.07310 -0.1 -0.1 -0.1
H 0.69424 -1.55357 -2.68571 -0.1 0.0 -0.1
H -3.13031 0.13642 -0.64260 0.0 0.0 0.0
H -2.90187 -1.59958 -0.79032 0.0 0.0 0.0
```
Positions in Å, forces in eV/Å.

Values from the calculation:
HOMO-LUMO gap (spin up / spin down) = 7.9 / 7.9 eV
net charge = +2
energy above the lowest of the compared OMol25 structures with the same formula, charge and spin = 46.6 kcal per mole
highest occupied orbital energy (spin up / spin down) = -0.5139 / -0.5139 hartree

Löwdin atomic charge list, values in e, 5 entries: 0.929, 0.002, -0.192, -0.178, -0.135

No. 3
The following is a quantum chemistry calculation of a cluster of 6 separate species, C15H37N5O14S2 in total at a distorted geometry, from the OMol25 dataset.

Geometry as XYZ:
```
73
Properties=species:S:1:pos:R:3:forces:R:3
C 0.48753 2.68724 -2.41879 1.0 0.1 0.5
C -0.25070 4.14759 -2.50949 1.9 -0.8 0.3
S -2.01321 4.11646 -3.13838 0.3 -0.8 -0.1
C -2.70569 2.38110 -3.25384 -0.4 -0.3 -1.9
O -3.80804 2.21651 -2.25897 1.9 -2.0 0.5
S -3.17869 1.11695 -1.09559 -1.4 2.2 4.0
O -3.52372 1.79504 0.28410 0.5 -2.8 -5.1
O -4.02437 -0.38480 -1.23718 1.4 1.6 -0.6
C -3.13210 -1.39205 -1.87107 0.3 -1.4 0.4
C -3.12085 -2.70438 -0.85533 1.0 -0.4 -0.5
C -1.67648 -3.50876 -0.95384 0.5 0.3 0.5
C -0.78497 -3.26546 0.43368 0.5 -0.3 -0.8
C 0.80031 -3.49606 -0.01690 -0.9 0.0 0.4
C 1.83711 -3.53469 1.26432 0.2 -1.0 -1.6
O 1.37173 -2.72786 2.41381 2.8 0.3 -1.5
C 2.45042 -1.72284 2.68223 -0.3 0.4 0.8
H 1.49451 2.86273 -1.80184 -2.1 -0.3 -1.3
H 0.84199 2.26240 -3.46512 -1.2 1.0 2.3
H -0.10863 1.86931 -1.81233 1.0 1.7 -1.3
H -0.23310 4.67931 -1.46677 -0.1 -1.2 -2.1
H 0.38439 4.81908 -3.25652 -1.6 -1.5 1.6
H -1.91463 1.51955 -3.22164 -1.4 1.8 0.2
H -3.24139 2.30211 -4.31792 1.2 0.3 2.4
H -2.03284 -0.96640 -2.03770 -2.3 -0.8 0.5
H -3.58913 -1.72043 -2.89754 0.9 0.9 1.9
H -3.95058 -3.46049 -1.20600 1.4 1.8 1.0
H -3.22623 -2.37273 0.27346 -0.2 -0.5 -2.5
H -1.00338 -3.08560 -1.84311 -1.6 -0.9 1.7
H -1.82040 -4.67620 -1.13539 0.3 2.6 0.4
H -1.09093 -4.03986 1.27866 0.6 1.7 -1.8
H -0.93243 -2.16445 0.85050 0.3 -2.4 -0.9
H 0.84019 -4.54222 -0.57645 0.1 2.2 1.1
H 1.06331 -2.64213 -0.79968 -0.4 -1.8 1.7
H 2.89147 -3.17942 0.83725 -2.2 -0.6 1.2
H 1.98244 -4.67907 1.56413 -0.5 2.5 -0.3
H 3.50700 -2.24191 2.70664 -2.2 1.1 -0.3
H 2.36098 -0.87042 1.87471 0.5 -1.7 1.6
H 2.28009 -1.25901 3.76620 0.2 -1.0 -2.4
C -5.74994 0.32920 2.10627 -0.3 0.2 0.0
N -4.89767 -0.38323 3.09622 0.4 -0.4 0.7
O -5.21196 -0.28519 4.28808 0.7 -0.3 -1.6
O -3.93721 -1.02061 2.64868 -1.3 0.8 0.8
H -6.55248 0.84519 2.63756 0.2 -0.2 0.0
H -5.11495 1.04388 1.57870 0.0 -0.3 0.0
H -6.15799 -0.41914 1.42385 0.2 0.1 0.0
C -2.33782 8.21396 -1.72614 -0.2 0.2 0.0
N -1.22844 7.80409 -2.62903 0.7 0.0 -0.8
O -0.97182 8.54686 -3.58367 -0.2 -1.3 1.4
O -0.64676 6.74818 -2.35384 -0.7 2.0 -0.5
H -2.75663 9.15604 -2.08623 0.2 -0.3 0.0
H -3.09067 7.42339 -1.74931 0.2 0.0 0.1
H -1.91982 8.33541 -0.72477 -0.1 -0.2 -0.2
C 4.06919 1.73203 -5.55197 0.3 -0.1 0.0
N 2.80991 1.10336 -5.06933 -0.7 -0.7 0.4
O 2.89221 -0.03388 -4.59097 -0.4 1.7 -0.6
O 1.77445 1.76938 -5.18452 1.4 -1.1 0.0
H 4.89580 1.03714 -5.38942 -0.3 0.1 0.0
H 3.94565 1.94216 -6.61634 -0.1 0.1 0.2
H 4.21911 2.65023 -4.98043 -0.1 -0.1 -0.2
C 6.99728 -1.77833 4.05480 0.0 -0.1 0.4
N 6.21920 -1.11132 2.97610 -0.5 0.5 -0.8
O 5.18892 -0.51364 3.30810 1.4 -0.7 -0.7
O 6.66476 -1.20676 1.82659 -0.8 0.2 1.6
H 6.49184 -1.61335 5.00868 0.0 0.0 -0.3
H 7.03949 -2.84387 3.81995 0.1 0.2 -0.1
H 7.99454 -1.33382 4.06476 -0.2 -0.2 -0.1
C 0.50193 -4.01159 5.08284 -0.2 0.3 0.1
N 1.35420 -4.72402 6.07279 0.4 -0.4 0.8
O 1.03992 -4.62598 7.26465 0.7 -0.3 -1.6
O 2.31466 -5.36140 5.62525 -1.2 0.8 0.8
H -0.30061 -3.49561 5.61413 0.2 -0.2 0.0
H 1.13692 -3.29692 4.55526 -0.2 -0.4 0.0
H 0.09388 -4.75994 4.40042 0.2 0.2 0.0
```
Positions in Å, forces in eV/Å.

Values from the calculation:
HOMO-LUMO gap = 8.5 eV
highest occupied orbital energy = -0.3243 hartree

Löwdin atomic charge list, values in e, 5 entries: -0.168, -0.537, 0.814, -0.545, -0.417